<P>
Density functional theory data (ωB97M-V/def2-TZVPD) for a structure of composition C10H12NO3PtSe2Te2.

Each line ends with the Löwdin charge.
Geometry (Å):
1 H 2.87 0.59 0.90  0.13
2 H -2.19 -1.29 -0.21  0.02
3 N 0.73 2.10 -5.28  -0.11
4 H -2.60 -1.35 1.93  0.10
5 C 2.18 1.36 3.41  -0.03
6 H 3.01 0.69 3.65  0.09
7 O -0.39 1.84 -4.73  -0.25
8 H -0.47 0.79 3.54  0.13
9 C -0.05 0.52 2.59  0.02
10 Se -1.66 0.37 -1.98  0.52
11 O -0.67 -2.19 -1.25  -0.68
12 C 1.65 -0.47 -1.19  -0.03
13 H 2.73 -0.38 -1.17  0.11
14 H -2.55 0.07 2.97  0.09
15 H 1.35 -1.39 -1.67  0.09
16 Pt 0.35 0.90 -3.14  0.83
17 H 1.48 0.43 -1.92  -0.02
18 C -1.20 -1.09 -0.61  -0.68
19 Se -1.69 -3.71 -1.40  0.57
20 C -0.88 -0.06 1.63  -0.19
21 C 1.03 -0.17 0.13  -0.21
22 C -0.33 -0.43 0.40  -0.19
23 C -2.33 -0.29 1.96  -0.02
24 H 2.61 2.30 3.05  0.09
25 C 1.82 0.40 1.11  0.02
26 H -3.00 0.24 1.28  0.09
27 Te -3.83 -2.67 -2.21  0.42
28 Te -2.53 -1.10 -3.93  0.44
29 O 1.65 1.65 -4.57  -0.18
30 C 1.30 0.75 2.36  -0.23
31 H 1.62 1.56 4.32  0.08

Its HOMO energy is -11.80 eV. The net charge is +1. For the HOMO-LUMO gap, the calculation gives 6.742 eV.

<Q>
Density functional theory data (ωB97M-V/def2-TZVPD) for a structure of composition C10H12NO3PtSe2Te2.

Each line ends with the Löwdin charge.
Geometry (Å):
1 N -0.95 -3.52 -4.46  -0.12
2 H 2.16 0.85 2.84  0.13
3 C 0.93 -1.28 3.99  -0.03
4 H -2.34 -1.89 0.36  0.11
5 C -1.83 -1.07 -0.14  -0.01
6 O -1.60 1.50 -1.37  -0.68
7 Te -0.42 1.14 -4.66  0.44
8 O -1.63 -3.56 -3.43  -0.17
9 Pt -0.78 -1.78 -2.67  0.81
10 H -0.99 -1.95 2.20  0.13
11 Te -0.30 3.60 -3.65  0.42
12 H 0.05 -1.26 4.65  0.09
13 H 2.44 2.09 -0.36  0.09
14 C -0.72 -0.49 0.66  -0.21
15 H 2.69 2.47 1.34  0.09
16 C -0.41 -1.09 1.87  0.02
17 C 1.08 1.10 1.01  -0.19
18 H 1.33 3.18 0.49  0.10
19 H -2.54 -0.35 -0.54  0.09
20 C 1.35 0.47 2.23  0.02
21 H -1.40 -1.65 -1.04  -0.03
22 C 0.62 -0.62 2.68  -0.23
23 Se -2.14 3.15 -1.99  0.57
24 H 1.74 -0.77 4.51  0.08
25 C -0.27 1.30 -1.07  -0.68
26 C 0.02 0.62 0.23  -0.18
27 H 0.32 2.21 -1.16  0.01
28 H 1.21 -2.32 3.84  0.09
29 O -0.19 -2.49 -4.44  -0.26
30 C 1.93 2.27 0.59  -0.02
31 Se 0.61 0.14 -2.52  0.53

Its HOMO energy is -11.82 eV. The net charge is +1. For the HOMO-LUMO gap, the calculation gives 6.594 eV.

It is <P> that is most stable; the runner-up trails by 0.085 eV.

<P>
Density functional theory data (ωB97M-V/def2-TZVPD) for a cluster of 2 separate species, C10H16N3O2 in total.

Each line ends with the Löwdin charge.
Geometry (Å):
1 H 0.29 0.28 1.54  0.09
2 H 2.89 2.54 -1.47  0.13
3 H -4.50 -1.00 0.39  0.10
4 O -2.49 0.76 0.95  -0.05
5 H -3.07 2.36 1.93  0.09
6 C 3.85 -0.54 0.55  -0.33
7 C 0.28 -1.95 -1.00  0.05
8 H -4.82 0.28 -0.73  0.11
9 H 1.40 1.61 -2.02  0.06
10 H -4.00 -1.31 -1.22  0.07
11 H -4.22 1.00 2.12  0.10
12 O 2.55 -0.64 1.00  0.10
13 H -4.11 2.03 0.57  0.13
14 C -3.57 1.54 1.46  -0.03
15 N 3.96 0.12 -0.54  0.23
16 C 0.51 0.35 0.52  0.02
17 H -0.23 -2.71 -1.69  0.11
18 C 2.42 1.60 -1.85  0.04
19 H 4.74 -2.54 0.86  0.13
20 C -0.54 -1.09 -0.56  -0.28
21 N -1.73 -0.77 -0.68  0.13
22 H 0.05 1.10 -0.11  0.09
23 H 5.85 -1.14 1.36  0.12
24 C -4.08 -0.54 -0.51  0.02
25 H 2.86 1.28 -2.78  0.10
26 H 1.39 -2.07 -0.81  0.09
27 C 4.75 -1.47 1.30  0.02
28 H 4.31 -1.39 2.34  0.10
29 C -2.68 -0.17 -0.01  -0.29
30 C 2.73 0.62 -0.82  -0.22
31 N 1.85 0.21 0.17  -0.06

Its HOMO energy is -11.39 eV. The net charge is +1. For the HOMO-LUMO gap, the calculation gives 7.742 eV.

<Q>
Density functional theory data (ωB97M-V/def2-TZVPD) for a cluster of 2 separate species, C10H16N3O2 in total.

Each line ends with the Löwdin charge.
Geometry (Å):
1 H 4.15 0.78 1.88  0.15
2 H -3.78 -0.81 0.64  0.21
3 H 3.67 -1.91 -1.29  0.12
4 N 0.53 1.24 -0.99  -0.40
5 H -2.23 0.28 -1.64  0.13
6 N -0.53 -0.49 0.41  0.02
7 H -1.53 -2.27 0.15  0.16
8 C 3.53 0.37 1.00  -0.04
9 H -3.23 -1.20 -1.56  0.14
10 C -1.36 0.11 1.41  -0.17
11 C 2.18 0.91 0.77  -0.11
12 H 1.95 2.08 0.75  0.19
13 H -3.20 1.13 1.70  0.12
14 H -0.79 -1.52 -1.49  0.13
15 H 1.70 -0.81 -2.27  0.18
16 H -4.20 0.34 -0.43  0.22
17 H -0.71 0.78 2.02  0.13
18 C 4.04 -0.63 0.26  -0.07
19 O 0.24 0.98 -2.15  0.03
20 C 1.53 0.46 -0.45  -0.24
21 H 5.06 -0.96 0.36  0.12
22 C -2.58 -0.53 -1.02  -0.12
23 H -2.44 1.70 0.17  0.13
24 C 3.24 -1.07 -0.77  -0.06
25 O -0.02 2.19 -0.44  0.03
26 C -1.30 -1.33 -0.51  -0.15
27 C 2.07 -0.54 -1.18  -0.02
28 H -1.81 -0.72 1.96  0.13
29 H 1.76 0.54 1.73  0.15
30 N -3.35 -0.02 0.08  0.00
31 C -2.59 0.92 0.88  -0.09

Its HOMO energy (spin up / spin down) is -12.57 / -10.14 eV. The net charge is +1. For the HOMO-LUMO gap (spin up / spin down), the calculation gives 8.466 / 5.577 eV.

It is <P> that is most stable; the runner-up trails by 2.509 eV.

<P>
Density functional theory data (ωB97M-V/def2-TZVPD) for a cluster of 2 separate species, C6H11N2O in total.

Each line ends with the Löwdin charge.
Geometry (Å):
1 C 2.08 0.97 0.72  0.06
2 N 2.13 -1.52 0.17  0.10
3 H -0.47 0.73 -2.03  0.12
4 H -2.63 -0.48 1.06  0.14
5 H 1.76 -2.31 0.65  0.14
6 H -0.07 -0.25 1.76  0.14
7 O 2.24 2.03 0.38  0.19
8 C -1.86 0.33 0.99  -0.14
9 C -1.88 1.19 -0.30  -0.10
10 C 0.01 -0.29 -0.36  -0.39
11 H 3.01 -1.78 -0.48  0.24
12 H -1.48 2.19 -0.17  0.12
13 C -0.98 0.32 -1.19  -0.12
14 H 2.38 -0.61 0.83  0.08
15 H 1.37 -0.83 -1.78  0.13
16 H -2.83 1.27 -0.70  0.09
17 H -1.50 -0.63 -1.60  0.18
18 H -1.87 0.93 1.90  0.12
19 C 1.15 -0.90 -0.72  -0.15
20 N -0.57 -0.35 0.87  0.03

Its HOMO energy is -12.72 eV. The net charge is +1. For the HOMO-LUMO gap, the calculation gives 9.371 eV.

<Q>
Density functional theory data (ωB97M-V/def2-TZVPD) for the ion C6H11N2O with charge +1.

Each line ends with the Löwdin charge.
Geometry (Å):
1 H 1.08 2.53 0.58  0.18
2 H 0.12 -0.03 -1.82  0.15
3 H -0.92 -2.52 1.22  0.09
4 C -1.83 1.21 -0.05  -0.09
5 N 1.09 0.55 -0.13  -0.08
6 H -3.03 -0.57 -0.01  0.15
7 H 3.04 1.04 0.49  0.09
8 C -2.09 -0.06 -0.31  -0.01
9 H -1.08 -0.97 1.84  0.11
10 C -1.00 -1.04 -0.29  -0.40
11 C 0.31 -0.50 -0.84  -0.08
12 O -0.71 1.91 0.26  0.10
13 H 2.88 0.22 -1.10  0.16
14 C 2.46 0.27 0.01  -0.04
15 C 0.55 1.64 0.33  -0.02
16 H -2.73 1.85 0.07  0.15
17 H -1.10 -1.94 -0.93  0.16
18 N -0.71 -1.54 1.05  0.06
19 H 2.69 -0.69 0.61  0.15
20 H 0.98 -1.39 -1.00  0.15

Its HOMO energy is -13.15 eV. The net charge is +1. For the HOMO-LUMO gap, the calculation gives 8.886 eV.

It is <P> that is most stable; the runner-up trails by 0.334 eV.

<P>
Density functional theory data (ωB97M-V/def2-TZVPD) for a cluster of 3 separate species, C2H10O2S2 in total.

Each line ends with the Löwdin charge.
Geometry (Å):
1 H 0.38 -3.62 0.39  0.07
2 H 2.29 5.40 -0.71  0.04
3 H -1.23 -3.56 1.13  0.07
4 C -0.61 -3.19 0.31  -0.17
5 H -2.39 -3.36 -0.89  0.06
6 H 1.87 6.39 0.42  0.04
7 O 2.10 5.46 0.24  -0.07
8 H -0.57 -2.11 0.46  0.04
9 H -2.64 -0.78 -2.26  -0.20
10 S -0.76 -2.63 -2.45  0.40
11 C -1.32 -3.52 -0.99  -0.64
12 S -1.31 -0.67 -2.12  0.30
13 H 1.10 3.92 2.37  0.02
14 H -1.15 -4.56 -1.25  0.06
15 H 2.33 3.03 2.46  0.03
16 O 1.92 3.81 2.86  -0.07

Its HOMO energy is -8.91 eV. For the HOMO-LUMO gap, the calculation gives 9.358 eV.

<Q>
Density functional theory data (ωB97M-V/def2-TZVPD) for a cluster of 3 separate species, C2H10O2S2 in total.

Each line ends with the Löwdin charge.
Geometry (Å):
1 H -0.54 -1.28 -2.29  0.02
2 H -3.02 -2.11 0.95  0.03
3 H 2.10 -0.12 2.15  0.03
4 O 1.16 3.40 0.27  -0.08
5 S -0.60 0.41 -0.61  0.44
6 O -2.37 -2.81 1.04  -0.07
7 H 0.37 0.16 2.47  0.04
8 H 0.55 0.04 -2.69  0.03
9 H -1.72 -2.61 0.35  0.00
10 H 1.65 2.77 -0.27  0.02
11 C -0.44 -0.20 -2.31  -0.48
12 C 1.16 0.18 1.72  -0.50
13 H 1.24 1.25 1.48  0.01
14 H 1.24 4.25 -0.17  0.04
15 S 0.86 -0.80 0.26  0.46
16 H -1.20 0.23 -2.93  0.02

Its HOMO energy is -8.10 eV. For the HOMO-LUMO gap, the calculation gives 8.590 eV.

<R>
Density functional theory data (ωB97M-V/def2-TZVPD) for a cluster of 3 separate species, C2H10O2S2 in total.

Each line ends with the Löwdin charge.
Geometry (Å):
1 H 1.78 -1.92 1.75  0.03
2 H 0.51 2.72 -1.98  0.07
3 O -0.85 -2.11 -1.03  -0.11
4 H -1.03 2.87 -1.31  0.05
5 H 0.23 3.33 -0.29  0.09
6 C -0.05 2.54 -1.06  -0.25
7 S -0.88 1.01 0.99  0.38
8 C 0.15 1.13 -0.61  -0.56
9 S 0.18 0.24 2.54  0.33
10 H -1.18 -2.69 -0.23  0.10
11 O 0.86 -2.15 1.67  -0.20
12 H 0.59 -2.37 0.74  0.03
13 H -0.22 0.45 -1.41  0.05
14 H -0.54 -0.92 2.45  -0.17
15 H 1.22 0.70 -0.51  0.10
16 H -0.76 -2.81 -1.72  0.05

Its HOMO energy is -8.11 eV. For the HOMO-LUMO gap, the calculation gives 8.374 eV.

<S>
Density functional theory data (ωB97M-V/def2-TZVPD) for a cluster of 3 separate species, C2H10O2S2 in total.

Each line ends with the Löwdin charge.
Geometry (Å):
1 C -2.45 1.60 -2.65  -0.64
2 O 3.78 -4.48 2.49  -0.06
3 C -2.87 2.58 -1.62  -0.20
4 H -2.80 1.73 -3.68  0.07
5 H -0.32 -0.53 -1.08  -0.23
6 H 4.48 -0.31 2.91  0.05
7 H -2.85 3.61 -2.01  0.08
8 S -2.92 -0.08 -2.23  0.43
9 H -3.89 2.50 -1.25  0.07
10 H -1.36 1.59 -2.83  0.07
11 H 3.43 -3.89 3.14  0.01
12 O 4.74 -0.57 3.82  -0.06
13 H 2.95 -4.90 2.16  0.05
14 S -1.57 -0.85 -0.82  0.28
15 H -2.29 2.64 -0.69  0.07
16 H 3.95 -0.62 4.35  0.02

Its HOMO energy is -8.50 eV. For the HOMO-LUMO gap, the calculation gives 8.580 eV.

It is <P> that is most stable; the runner-up trails by 0.140 eV.

<P>
Density functional theory data (ωB97M-V/def2-TZVPD) for the ion C4H8NS with charge +1.

Each line ends with the Löwdin charge.
Geometry (Å):
1 C 0.59 -0.17 -0.58  -0.08
2 C -1.33 1.27 0.02  -0.33
3 H -0.51 -2.06 -0.92  0.15
4 H 0.35 0.95 1.24  0.10
5 S -2.41 -0.01 -0.25  1.05
6 H -1.23 -0.90 1.68  0.06
7 H 0.47 2.03 -0.28  0.16
8 H 0.38 -0.04 -1.57  0.10
9 N -0.14 -1.45 -0.22  -0.04
10 H 1.59 -0.18 -0.58  0.09
11 H 0.28 -2.10 0.45  0.17
12 C -1.36 -1.28 0.63  -0.39
13 C 0.13 1.11 0.26  -0.14
14 H -1.56 2.34 -0.07  0.10

Its HOMO energy is -12.47 eV. The net charge is +1. For the HOMO-LUMO gap, the calculation gives 6.625 eV.

<Q>
Density functional theory data (ωB97M-V/def2-TZVPD) for a structure of composition C4H8NS.

Each line ends with the Löwdin charge.
Geometry (Å):
1 C -0.97 0.91 0.52  0.01
2 H 1.77 0.59 1.11  -0.20
3 C -0.05 1.21 -0.47  -0.11
4 H 0.07 2.30 -0.72  0.15
5 N -0.10 -1.05 -0.46  0.02
6 H 1.07 -0.03 -2.03  0.12
7 H -1.81 -0.97 1.03  0.14
8 H -0.86 -1.20 -1.10  0.18
9 H -1.62 1.54 1.06  0.11
10 S 2.54 -0.07 0.26  0.65
11 H -0.09 -0.79 1.45  0.13
12 C -0.88 -0.57 0.70  -0.13
13 H 0.24 -1.98 -0.30  0.18
14 C 0.69 0.10 -1.03  -0.25

Its HOMO energy is -13.66 eV. The net charge is +1. For the HOMO-LUMO gap, the calculation gives 8.725 eV.

It is <Q> that is most stable; the runner-up trails by 2.152 eV.

<P>
Density functional theory data (ωB97M-V/def2-TZVPD) for a cluster of 2 separate species, C4H8NS in total.

Each line ends with the Löwdin charge.
Geometry (Å):
1 H -2.05 0.57 -1.06  0.07
2 H 3.57 0.70 -1.06  0.13
3 H -1.76 1.26 0.42  0.09
4 C -3.14 -0.43 0.59  -0.11
5 C -1.89 0.26 -0.04  -0.44
6 H 3.68 0.67 0.60  0.20
7 H -2.95 -1.26 1.32  0.09
8 C 0.89 0.46 -0.41  -0.35
9 H -3.68 -0.97 -0.13  0.05
10 H 4.74 -0.35 -0.38  0.16
11 C 2.74 -0.76 -0.59  0.09
12 N 3.83 0.10 -0.31  0.04
13 S -0.22 -0.60 0.06  0.89
14 H -3.75 0.36 1.00  0.08

Its HOMO energy (spin up / spin down) is -12.82 / -12.99 eV. The net charge is +1. For the HOMO-LUMO gap (spin up / spin down), the calculation gives 7.673 / 7.157 eV.

<Q>
Density functional theory data (ωB97M-V/def2-TZVPD) for a cluster of 2 separate species, C4H8NS in total.

Each line ends with the Löwdin charge.
Geometry (Å):
1 S 0.04 0.45 1.16  1.00
2 C -2.62 1.30 -1.80  0.10
3 N -2.03 0.89 -0.89  0.07
4 H 3.03 0.08 -1.11  0.08
5 H -3.10 1.73 -2.62  0.08
6 H 2.85 0.11 0.79  0.06
7 H -1.15 0.88 0.42  -0.05
8 H 0.32 -1.95 0.74  0.07
9 H 0.70 0.42 -1.20  0.01
10 C 1.24 0.39 -0.36  -0.29
11 C 2.53 0.21 -0.20  0.03
12 H -1.36 -1.48 1.22  0.01
13 H -0.10 -1.68 2.46  0.08
14 C -0.35 -1.35 1.40  -0.26

Its HOMO energy is -15.00 eV. The net charge is +1. For the HOMO-LUMO gap, the calculation gives 11.742 eV.

<R>
Density functional theory data (ωB97M-V/def2-TZVPD) for the ion C4H8NS with charge +1.

Each line ends with the Löwdin charge.
Geometry (Å):
1 H -0.73 2.36 -0.34  0.17
2 C -0.47 0.34 0.19  -0.22
3 H 0.83 1.96 0.24  0.15
4 H -1.58 0.07 0.17  0.19
5 H -0.09 -1.32 -2.29  0.03
6 H 1.32 -0.08 -0.98  0.13
7 C -0.01 -1.73 -1.35  -0.57
8 C 0.37 -0.56 1.00  -0.09
9 H -0.29 -1.28 1.46  0.10
10 H 1.18 -0.23 1.67  0.14
11 N -0.15 1.83 0.34  0.22
12 C 0.54 -0.56 -0.47  -0.27
13 S -0.32 -3.23 -0.78  0.79
14 H -0.59 2.42 1.15  0.23

Its HOMO energy is -12.43 eV. The net charge is +1. For the HOMO-LUMO gap, the calculation gives 8.413 eV.

It is <R> that is most stable; the runner-up trails by 0.269 eV.